Molecular formula: C6H9F
Method: DFT, ωB97M-V/def2-TZVPD

The LUMO energy comes out at 1.14 eV. The calculation puts the max |F| at 4.5 eV/Å. The energy is -333.77871 hartree. The calculation puts the highest occupied orbital energy at -9.270 eV. The net charge is 0. The SMILES is C=C[C@H]1[C@H](C)[C@@H]1F. Its HOMO-LUMO gap is 0.3825 hartree.

Geometry (Å):
H: -1.5251 -1.1049 1.4109
H: 0.4829 0.8252 1.4534
H: -3.5879 -1.0890 0.0317
H: -2.5788 -0.8995 -1.4153
H: 0.0557 -0.7087 -1.3512
H: 1.4136 2.3268 -0.4308
H: 2.1044 0.6446 -1.0980
C: 0.0544 -0.6703 -0.2144
C: -1.4218 -0.9375 0.3045
C: 1.3963 -1.0594 0.4611
C: 0.8481 0.3629 0.5327
H: 2.7226 1.2866 0.3756
F: 2.3602 -1.3167 -0.4710
C: -2.5983 -1.1448 -0.4135
H: 1.5290 -1.7395 1.2717
C: 1.7875 1.3057 -0.2615

Calculated atomic charges, method Löwdin, unit e: atom 1 (H): 0.098, atom 2 (H): 0.140, atom 3 (H): 0.046, atom 4 (H): 0.009, atom 5 (H): 0.161, atom 6 (H): 0.078, atom 7 (H): 0.076, atom 8 (C): -0.175, atom 9 (C): -0.102, atom 10 (C): -0.234, atom 11 (C): -0.257, atom 12 (H): 0.093, atom 13 (F): -0.009, atom 14 (C): -0.003, atom 15 (H): 0.137, atom 16 (C): -0.058